Density functional theory data (wB97M-V/def2-TZVPD) for the molecule C5H9NO2 at a distorted geometry.

total charge	0
energy relative to the best compared isomer or geometry (same formula, charge and spin)	130.13	kcal/mol
multiplicity	1
HOMO energy	-8.247	eV
E_tot	-400.9694	hartree

```
17
C5H9NO2 (wB97M-V/def2-TZVPD)
O -0.390 1.860 -0.264
C 0.271 0.835 0.428
C -0.830 0.076 1.080
N -1.619 -0.357 -0.156
C -0.398 -0.652 -1.177
C 0.848 -0.246 -0.423
O 1.286 -1.287 0.334
C 1.732 0.978 -0.084
H -1.300 1.488 -0.390
H -0.643 -0.779 1.850
H -1.356 0.886 1.711
H -1.829 -1.350 0.163
H -0.451 -1.676 -1.486
H -0.549 -0.047 -2.001
H 0.695 -2.079 0.659
H 1.924 1.805 -0.714
H 2.609 0.547 0.468
```